C5H12O2 | ωB97M-V/def2-TZVPD

Cartesian coordinates (Å):
O 0.0244 -1.5299 0.0466
O -1.9762 -0.1789 0.4497
C -1.6542 0.0333 -1.9500
C 0.2221 -0.0581 -0.1955
C 2.1719 0.0622 1.3387
C 0.7701 0.5928 1.0673
C -1.1848 0.4207 -0.5483
H 0.3012 -1.8579 0.9236
H 0.9010 0.1017 -1.0490
H -2.6696 0.4090 -2.1187
H -1.1447 1.5225 -0.4900
H 2.5449 0.3679 2.3177
H 2.1813 -1.0324 1.2892
H -1.6772 -1.0560 -2.0588
H 0.7908 1.6927 1.0083
H 0.0537 0.3548 1.8629
H 2.8686 0.4197 0.5706
H -0.9959 0.4540 -2.7212
H -1.4536 -1.0437 0.5014

Computed properties:
- calculated total energy (Eh) = -348.1650
- HOMO (eV) = -9.82
- energy relative to the best compared isomer or geometry (same formula, charge and spin) (eV) = 1.085
- SMILES string = CC[C@@H](O)[C@@H](C)O
- HOMO-LUMO gap (eV) = 10.631

C5H12O2 | ωB97M-V/def2-TZVPD

Cartesian coordinates (Å):
O 0.6924 0.6393 0.2898
O -2.5646 -0.7090 0.2789
C -0.5425 -0.5596 1.3409
C -2.0314 -0.3911 1.5167
C 2.3207 0.6861 -1.5114
C -1.7693 0.0883 -0.5899
C 1.7335 -0.0937 -0.3436
H -1.8440 -0.3140 -1.6051
H 0.0891 -0.3334 2.1976
H -2.1225 1.1337 -0.5651
H -2.2890 0.6357 1.8344
H 3.1410 0.1255 -1.9748
H 2.5027 -0.2976 0.4097
H 2.7073 1.6546 -1.1796
H 1.3401 -1.0597 -0.7017
H -2.4027 -1.0779 2.2985
H -0.2990 -1.4796 0.8163
H -0.2190 0.4894 -0.2352
H 1.5572 0.8630 -2.2765

Computed properties:
- calculated total energy (Eh) = -347.9838
- HOMO (alpha / beta) (eV) = -7.53 / -7.53
- energy relative to the best compared isomer or geometry (same formula, charge and spin) (eV) = 6.015
- HOMO-LUMO gap (alpha / beta) (eV) = 7.711 / 7.713

C5H12O2 | ωB97M-V/def2-TZVPD

Cartesian coordinates (Å):
O 2.4911 1.2829 2.0256
O 0.0012 1.8361 1.1491
C 0.5090 -0.9539 -0.1001
C -0.9687 -1.3085 0.1327
C 0.8132 0.4400 -0.6495
C -1.8758 -0.8820 -0.9903
C -0.0745 1.5002 -0.0113
H 1.8776 0.6373 -0.4400
H -0.8490 1.9617 -0.6386
H 0.9676 -1.7308 -0.7492
H 2.6486 2.2288 1.8799
H -2.2220 -1.7318 -1.6323
H -0.9412 -2.3440 0.4837
H 1.5501 1.1033 1.9475
H -1.2623 -0.7299 1.0070
H 1.1472 -1.1831 0.7754
H -2.8549 -0.4887 -0.6812
H -1.6673 -0.1273 -1.7720
H 0.7102 0.4897 -1.7364

Computed properties:
- calculated total energy (Eh) = -348.1510
- HOMO (eV) = -10.13
- energy relative to the best compared isomer or geometry (same formula, charge and spin) (eV) = 1.466
- SMILES string = CCCCC=O.O
- HOMO-LUMO gap (eV) = 10.928

C5H12O3 | ωB97M-V/def2-TZVPD

Cartesian coordinates (Å):
O 0.8132 -2.0891 0.2298
O 0.3031 -1.8849 -2.3121
O -1.2094 0.0672 1.5423
C -0.1555 -1.6029 -0.5920
C -0.8297 2.0021 0.2425
C -0.3147 0.6145 0.6001
C 1.0935 0.7010 1.1610
C -0.4831 -0.2691 -0.9897
H -1.8455 1.9559 -0.1564
H -1.5491 -0.1584 -1.1670
H 1.4887 -2.4972 -0.3368
H 1.1454 -1.4602 -2.5336
H -0.1883 2.4851 -0.4982
H 1.1496 1.4692 1.9424
H 0.0876 0.3330 -1.6902
H -0.8500 2.6393 1.1345
H -0.8540 -0.7938 1.8221
H -1.0302 -2.2417 -0.4719
H 1.8202 0.9285 0.3783
H 1.4081 -0.1986 1.6949

Computed properties:
- calculated total energy (Eh) = -423.3196
- HOMO (eV) = -8.77
- energy relative to the best compared isomer or geometry (same formula, charge and spin) (eV) = 3.654
- HOMO-LUMO gap (eV) = 9.376

> Which formula does entry 4 have?

C5H12O3

> Look up the calculated total energy of the first one.

-348.1650 Eh

> The lowest calculated total energy belongs to which entry?

C5H12O3